ORCA calculation (ωB97M-V with the def2-TZVPD basis set) on a 7-piece molecular cluster, C20H46Cl8O6 overall in a non-equilibrium geometry.

Calculated values
Lowest unoccupied orbital energy (spin up / spin down) ... -2.45 / -8.98 eV
2S+1 ... 2
Charge ... +1
Frontier orbital gap (spin up / spin down) ... 8.369 / 1.837 eV
Energy relative to the best compared isomer or geometry (same formula, charge and spin) ... 87.0 kJ/mol
HOMO energy (spin up / spin down) ... -10.82 / -10.82 eV

CARTESIAN COORDINATES (ANGSTROEM)
Cl -0.199 4.649 -2.011
C -1.921 4.785 -2.356
C -2.650 3.391 -2.215
Cl -2.423 2.723 -0.523
H -1.878 5.328 -3.300
H -2.371 5.499 -1.666
H -2.101 2.672 -2.823
H -3.679 3.262 -2.550
Cl -0.141 0.460 -3.267
C 0.638 1.108 -1.815
C 0.713 -0.045 -0.749
Cl -0.886 -0.568 -0.037
H 0.254 2.100 -1.574
H 1.657 1.289 -2.160
H 1.333 0.344 0.059
H 1.165 -0.938 -1.182
Cl 7.820 0.483 -4.460
C 6.271 0.859 -3.720
C 5.022 0.625 -4.642
Cl 3.585 1.170 -3.820
H 6.252 1.940 -3.583
H 6.279 0.350 -2.756
H 4.871 -0.448 -4.752
H 5.044 1.206 -5.564
Cl -3.746 -4.619 -0.142
C -4.423 -3.622 1.257
C -3.217 -2.897 1.883
Cl -3.781 -1.675 3.054
H -4.996 -4.142 2.025
H -5.020 -2.817 0.829
H -2.772 -2.290 1.096
H -2.529 -3.680 2.202
C -0.413 0.392 3.209
O 0.866 0.896 2.635
C 0.656 2.211 2.168
C 1.951 2.816 1.536
O 2.458 2.144 0.428
C 3.715 2.522 -0.043
H -1.235 0.621 2.532
H -0.767 0.869 4.123
H -0.391 -0.675 3.431
H 0.427 3.020 2.862
H -0.174 2.225 1.462
H 2.794 2.814 2.228
H 1.847 3.885 1.354
H 3.730 3.558 -0.381
H 3.952 1.981 -0.959
H 4.577 2.374 0.607
C -8.086 -0.459 -0.163
O -6.747 -0.557 -0.431
C -6.313 0.228 -1.524
C -4.875 0.092 -1.881
O -4.667 -1.303 -2.234
C -3.378 -1.533 -2.778
H -8.604 -0.237 -1.097
H -8.214 0.243 0.661
H -8.468 -1.384 0.269
H -6.511 1.270 -1.274
H -6.894 -0.059 -2.400
H -4.302 0.430 -1.018
H -4.635 0.710 -2.746
H -2.994 -0.818 -3.505
H -3.336 -2.433 -3.391
H -2.648 -1.669 -1.980
C 4.003 -2.603 4.960
O 4.122 -3.920 4.388
C 3.739 -3.808 2.956
C 4.791 -3.281 2.011
O 5.049 -1.919 2.159
C 3.929 -1.039 1.749
H 4.527 -1.750 4.530
H 4.263 -2.625 6.019
H 2.978 -2.249 5.076
H 2.786 -3.281 2.897
H 3.387 -4.823 2.774
H 4.454 -3.409 0.982
H 5.716 -3.843 2.135
H 3.621 -1.165 0.711
H 4.149 0.016 1.908
H 2.994 -0.975 2.306

Results of the Mulliken charge analysis, in e, for atoms 1 through 4: number 1, Cl, carries -0.110; number 2, C, carries -0.562; number 3, C, carries -0.423; number 4, Cl, carries -0.143

=====

ORCA calculation (ωB97M-V with the def2-TZVPD basis set) on the molecule C4H6N2O.

Calculated values
Lowest unoccupied orbital energy ... 0.87 eV
2S+1 ... 1
Charge ... 0
Frontier orbital gap ... 8.358 eV
Energy relative to the best compared isomer or geometry (same formula, charge and spin) ... 126.4 kJ/mol
HOMO energy ... -7.49 eV

CARTESIAN COORDINATES (ANGSTROEM)
N 1.041 0.079 1.782
C 0.221 -0.086 0.642
C -0.529 -1.219 0.206
C -1.117 -0.896 -0.997
N -0.729 0.366 -1.340
C 0.093 0.855 -0.347
O 0.977 1.862 -0.632
H 0.832 -0.605 2.502
H 0.951 1.021 2.161
H -0.522 -2.197 0.671
H -1.734 -1.480 -1.665
H -1.138 0.943 -2.060
H 1.746 1.367 -0.957

Results of the natural (NBO) charge analysis, in e, for atoms 1 through 4: number 1, N, carries -0.816; number 2, C, carries 0.048; number 3, C, carries -0.341; number 4, C, carries -0.057

=====

ORCA calculation (ωB97M-V with the def2-TZVPD basis set) on the molecule C3H4FNS2 in a non-equilibrium geometry.

Calculated values
Lowest unoccupied orbital energy ... -0.63 eV
2S+1 ... 1
Charge ... 0
Frontier orbital gap ... 8.410 eV
Energy relative to the best compared isomer or geometry (same formula, charge and spin) ... 84.8 kJ/mol
HOMO energy ... -9.04 eV

CARTESIAN COORDINATES (ANGSTROEM)
C -0.056 1.599 -0.622
C -0.822 0.787 0.070
F -1.598 1.320 0.981
C -0.798 -0.664 -0.019
S -2.106 -1.642 0.133
N 0.490 -1.193 -0.241
S 1.987 -0.676 0.425
H 0.613 1.207 -1.384
H -0.171 2.675 -0.492
H 0.334 -2.196 -0.499
H 2.128 -1.218 1.647

Results of the natural (NBO) charge analysis, in e, for atoms 1 through 4: number 1, C, carries -0.409; number 2, C, carries 0.306; number 3, F, carries -0.305; number 4, C, carries 0.020

=====

ORCA calculation (ωB97M-V with the def2-TZVPD basis set) on C13H24Ga2I2O4S3 as an isolated structure in a non-equilibrium geometry.

Calculated values
Lowest unoccupied orbital energy (spin up / spin down) ... -16.59 / -16.75 eV
2S+1 ... 1
Charge ... +4
Frontier orbital gap (spin up / spin down) ... 4.371 / 4.207 eV
HOMO energy (spin up / spin down) ... -20.96 / -20.96 eV

CARTESIAN COORDINATES (ANGSTROEM)
I 0.267 -3.221 1.274
I -0.239 0.248 -4.312
Ga 0.285 0.928 -1.748
Ga 0.429 -0.828 0.382
S 1.569 -1.265 -1.621
S -1.332 -0.821 -1.142
C 1.216 0.593 1.589
C 3.406 -1.295 -1.465
C -3.117 -0.352 -0.868
C 3.922 -1.084 -2.880
C 3.875 -0.215 -0.515
C 3.778 -2.681 -0.954
C -3.766 -0.535 -2.233
C -3.253 1.061 -0.359
C -3.634 -1.369 0.132
C 1.842 2.122 -1.760
C -0.711 2.626 -1.438
O 1.987 1.262 2.154
O 2.597 2.990 -1.895
O -1.088 3.720 -1.425
H 3.621 -0.106 -3.269
H 3.539 -1.861 -3.552
H 5.018 -1.135 -2.872
H 3.474 0.761 -0.798
H 4.972 -0.190 -0.575
H 3.576 -0.448 0.512
H 3.376 -2.864 0.047
H 4.871 -2.760 -0.916
H 3.395 -3.461 -1.625
H -4.839 -0.340 -2.150
H -3.628 -1.560 -2.591
H -3.339 0.142 -2.978
H -4.296 1.193 -0.044
H -3.020 1.802 -1.122
H -2.623 1.220 0.517
H -4.720 -1.249 0.210
H -3.191 -1.206 1.119
H -3.416 -2.388 -0.199
C -1.558 2.519 3.621
S -1.037 0.914 3.002
C -0.331 0.233 4.495
O -2.285 0.144 2.719
H -0.678 3.052 3.987
H -2.288 2.341 4.418
H -2.017 3.065 2.786
H 0.382 0.952 4.917
H -1.168 0.053 5.182
H 0.176 -0.706 4.245

Results of the natural (NBO) charge analysis, in e, for atoms 1 through 4: number 1, I, carries 0.647; number 2, I, carries 0.608; number 3, Ga, carries 0.655; number 4, Ga, carries 0.749